1:
{"formula": "C5H11N", "method": "wB97M-V/def2-TZVPD", "symbols": ["H", "H", "H", "H", "N", "H", "H", "H", "C", "C", "H", "H", "H", "C", "C", "C", "H"], "coordinates": [[1.014, -1.658, -1.052], [-1.699, 1.003, -0.852], [1.374, -2.681, 1.649], [-1.337, 2.330, 1.314], [0.630, -1.922, -0.149], [-1.603, 3.355, -0.102], [-1.286, -1.067, -0.234], [-0.244, 1.800, -1.498], [-0.911, 2.642, 0.355], [-0.309, -0.872, 0.243], [-0.482, -0.937, 1.333], [2.526, -2.663, 0.305], [0.043, 3.137, 0.549], [-0.720, 1.433, -0.575], [1.727, -2.095, 0.791], [0.258, 0.486, 0.020], [2.142, -1.144, 1.157]], "lowdin_charge": [0.09, 0.10, 0.08, 0.07, -0.13, 0.07, 0.11, 0.12, -0.11, -0.31, 0.14, 0.08, 0.07, -0.33, -0.16, 0.06, 0.07], "e_lumo_ev": -0.04}


2:
{"formula": "C5H11N", "method": "wB97M-V/def2-TZVPD", "symbols": ["H", "H", "H", "H", "H", "H", "H", "H", "H", "C", "H", "C", "C", "N", "C", "C", "H"], "coordinates": [[-1.561, -1.504, 0.595], [-0.681, 2.085, -0.392], [-1.142, 0.839, -1.567], [2.222, 0.655, -1.252], [-2.135, 1.065, -0.105], [-0.715, -1.672, -0.955], [0.766, -0.210, -1.603], [1.988, -1.054, -0.667], [0.130, -2.019, 0.569], [0.253, 0.420, 1.583], [0.354, -0.384, 2.312], [-1.122, 1.089, -0.495], [-0.289, 0.125, 0.282], [1.119, 0.636, 0.428], [-0.602, -1.356, 0.089], [1.554, -0.069, -0.814], [-0.137, 1.354, 1.992]], "lowdin_charge": [0.09, 0.09, 0.08, 0.08, 0.08, 0.08, 0.08, 0.08, 0.09, -0.10, 0.11, -0.04, -0.61, -0.05, -0.05, -0.11, 0.12], "smiles": "CN1CC1(C)C", "e_lumo_ev": 0.95}


Pick 2: it beats the second-best structure by 0.0222 hartree.


1:
{"formula": "C5H10O2", "method": "wB97M-V/def2-TZVPD", "symbols": ["O", "C", "H", "H", "H", "H", "C", "H", "O", "H", "H", "C", "C", "H", "H", "C", "H"], "coordinates": [[-0.652, -2.490, 0.229], [0.717, 0.361, 0.571], [-0.952, 1.449, 0.660], [0.773, -0.088, 1.570], [-2.073, -1.225, -0.674], [0.369, 3.621, 0.265], [0.054, -0.575, -0.414], [-1.666, -0.827, 1.020], [0.003, 1.609, 0.699], [0.033, -0.122, -1.409], [-0.360, 2.754, -1.062], [0.535, 2.758, -0.406], [0.575, -2.021, -0.346], [0.778, -2.484, -1.319], [1.432, -2.194, 0.318], [-1.266, -1.208, 0.068], [1.701, 0.681, 0.229]], "lowdin_charge": [-0.10, -0.17, 0.14, 0.14, 0.12, -0.03, -0.23, 0.12, -0.18, 0.15, -0.03, -0.01, -0.14, 0.12, 0.12, -0.16, 0.12], "e_lumo_ev": 0.47}


2:
{"formula": "C5H10O2", "method": "wB97M-V/def2-TZVPD", "symbols": ["H", "C", "C", "H", "H", "O", "H", "O", "H", "C", "H", "H", "C", "H", "H", "H", "C"], "coordinates": [[0.977, -2.708, -2.572], [1.031, -1.076, -1.184], [-0.690, -0.894, 0.568], [-2.428, -0.145, 1.576], [-1.362, 2.761, 0.555], [1.157, 0.602, 0.495], [-1.039, -1.907, 0.436], [-0.541, 2.842, 0.059], [-0.951, 0.751, 2.046], [0.453, -2.007, -1.940], [-0.498, 3.737, -0.288], [-0.619, -2.132, -1.889], [-1.351, -0.216, 1.730], [2.083, -0.806, -1.304], [-1.190, -0.812, 2.644], [0.678, 1.453, 0.427], [0.423, -0.444, -0.004]], "lowdin_charge": [0.05, -0.12, -0.10, 0.07, 0.05, 0.00, 0.11, -0.03, 0.06, 0.01, 0.06, 0.05, -0.10, 0.11, 0.08, 0.06, -0.37], "smiles": "C=C/C(O)=C/C.O", "e_lumo_ev": 0.43}


3:
{"formula": "C5H10O2", "method": "wB97M-V/def2-TZVPD", "symbols": ["C", "C", "H", "H", "O", "C", "H", "H", "C", "H", "C", "H", "H", "H", "O", "H", "H"], "coordinates": [[2.097, 0.941, -0.181], [-2.018, 0.708, 0.167], [-1.829, 1.691, -0.280], [2.577, 0.514, -1.074], [-0.849, -2.173, 0.547], [0.135, -0.250, -0.653], [-1.794, -1.079, -1.127], [2.409, 0.366, 0.699], [0.170, -1.412, 0.720], [0.619, -0.770, -1.483], [-1.265, -0.308, -0.585], [0.152, -0.561, 1.450], [2.421, 1.977, -0.066], [-3.090, 0.506, 0.208], [0.693, 0.971, -0.318], [1.179, -1.891, 0.789], [-1.607, 0.771, 1.186]], "lowdin_charge": [-0.09, -0.03, 0.10, 0.09, -0.17, -0.30, 0.13, 0.09, -0.32, 0.16, -0.02, 0.11, 0.09, 0.09, -0.16, 0.11, 0.11], "e_lumo_ev": [-0.32, -0.32]}


Pick 2: it beats the second-best structure by 0.1087 hartree.


1:
{"formula": "C5H10O2", "method": "wB97M-V/def2-TZVPD", "symbols": ["H", "O", "H", "H", "C", "C", "H", "H", "C", "C", "C", "H", "O", "H", "H", "H", "H"], "coordinates": [[1.692, 0.878, 1.107], [-1.107, 1.503, 0.606], [1.131, 2.207, -1.013], [-1.677, 0.873, -1.222], [1.748, -0.379, -0.743], [-2.258, -0.577, 0.375], [2.904, -0.464, 1.145], [-1.706, -0.931, 1.249], [-1.623, 0.691, -0.126], [1.960, -0.109, 0.723], [0.805, -1.239, -0.361], [0.546, 2.297, -0.560], [0.893, -1.075, 1.007], [-3.290, -0.353, 0.672], [0.097, -1.942, -0.788], [-2.293, -1.348, -0.401], [2.178, -0.030, -1.669]], "lowdin_charge": [0.11, -0.01, 0.06, 0.12, -0.07, -0.06, 0.12, 0.08, -0.34, -0.16, -0.18, 0.05, -0.09, 0.09, 0.12, 0.07, 0.09], "e_lumo_ev": 1.09}


2:
{"formula": "C5H10O2", "method": "wB97M-V/def2-TZVPD", "symbols": ["C", "H", "H", "H", "C", "C", "O", "O", "H", "H", "C", "H", "H", "C", "H", "H", "H"], "coordinates": [[-2.181, -0.059, 0.063], [2.992, 0.626, -0.668], [0.253, 0.709, 0.336], [2.883, -0.774, -1.882], [2.531, -0.291, -0.988], [-0.942, -0.901, 0.100], [-1.084, -2.279, -0.039], [0.494, 3.009, 1.664], [-0.988, -2.469, -0.985], [-3.045, -0.474, 0.575], [1.490, -0.925, -0.445], [-1.926, 0.868, 0.579], [1.217, -1.878, -0.894], [0.273, -0.357, 0.140], [-2.389, 0.179, -0.980], [-0.397, 2.875, 1.998], [0.819, 2.139, 1.426]], "lowdin_charge": [-0.02, 0.05, 0.08, 0.05, 0.01, -0.38, 0.01, -0.05, 0.11, 0.08, -0.16, 0.07, 0.09, -0.07, 0.09, 0.03, 0.00], "smiles": "C=C/C=C(/C)O.O", "e_lumo_ev": 0.64}


3:
{"formula": "C5H10O2", "method": "wB97M-V/def2-TZVPD", "symbols": ["C", "H", "C", "H", "O", "C", "H", "H", "H", "H", "H", "H", "C", "H", "O", "H", "C"], "coordinates": [[2.025, -0.124, -0.510], [0.312, -1.281, 1.294], [0.750, 0.319, 0.208], [0.984, 0.767, 1.178], [-0.498, -1.674, -0.605], [-1.488, -0.010, 0.780], [0.184, -1.605, -1.283], [-2.401, -0.610, 0.709], [2.124, 0.470, -1.411], [-1.890, 0.793, -1.215], [2.033, -1.182, -0.798], [-1.405, 0.416, 1.785], [-0.227, -0.791, 0.460], [2.924, 0.007, 0.094], [-0.037, 1.387, -0.496], [-1.967, 2.000, 0.086], [-1.421, 1.118, -0.276]], "lowdin_charge": [-0.02, 0.16, -0.30, 0.15, 0.00, -0.10, 0.08, 0.12, 0.09, 0.12, 0.08, 0.12, -0.38, 0.08, -0.11, 0.12, -0.19], "smiles": "C[C@H]1OCC[C@H]1O", "e_lumo_ev": 0.89}


Pick 3: it beats the second-best structure by 0.0494 hartree.